114
Properties=species:S:1:pos:R:3 method="wB97M-V/def2-TZVPD" charge=-2 energy_ev=-260976.0874 gap_ev="3.9 / 3.6" max_force_ha_per_bohr=0.1268
Mg 1.227 1.305 -0.644
Se 3.761 1.075 -0.510
Te 5.015 3.312 -0.684
Te 3.796 3.662 -3.137
Se 1.543 3.491 -1.913
N -0.468 0.366 -0.085
S -1.457 -0.582 0.029
N -0.810 -2.019 -0.149
S -0.651 -2.728 -1.562
N 0.235 -1.755 -2.448
S 1.775 -1.540 -2.167
N 1.893 -0.245 -1.725
C 2.659 -2.528 -0.993
C 3.443 -3.601 -1.416
C 4.196 -4.319 -0.484
C 4.170 -3.958 0.865
C 3.389 -2.880 1.284
C 2.638 -2.161 0.354
C 2.698 -1.554 -3.702
C 3.760 -0.671 -3.894
C 4.443 -0.670 -5.111
C 4.065 -1.552 -6.126
C 2.999 -2.432 -5.927
C 2.310 -2.431 -4.714
C 0.049 -4.363 -1.430
C 0.243 -5.100 -2.592
C 0.753 -6.396 -2.509
C 1.056 -6.946 -1.261
C 0.842 -6.201 -0.099
C 0.330 -4.905 -0.181
C -2.226 -3.080 -2.316
C -2.527 -2.577 -3.575
C -3.742 -2.917 -4.173
C -4.637 -3.763 -3.512
C -4.318 -4.267 -2.249
C -3.107 -3.925 -1.648
C -2.769 -0.112 -1.069
C -2.531 0.830 -2.070
C -3.576 1.242 -2.897
C -4.855 0.710 -2.722
C -5.087 -0.241 -1.726
C -4.043 -0.653 -0.896
C -1.994 -0.355 1.725
C -3.074 0.465 2.046
C -3.458 0.608 3.381
C -2.749 -0.047 4.391
C -1.650 -0.843 4.068
C -1.273 -0.999 2.734
H 3.443 -3.896 -2.458
H 4.785 -5.166 -0.815
H 4.745 -4.522 1.590
H 3.347 -2.594 2.329
H 2.010 -1.324 0.658
H 4.029 0.020 -3.100
H 5.258 0.030 -5.263
H 4.591 -1.543 -7.075
H 2.690 -3.111 -6.715
H 1.466 -3.094 -4.553
H -0.015 -4.657 -3.547
H 0.909 -6.965 -3.416
H 1.460 -7.949 -1.194
H 1.085 -6.611 0.874
H 0.175 -4.311 0.710
H -1.830 -1.911 -4.070
H -3.984 -2.507 -5.147
H -5.580 -4.021 -3.978
H -5.004 -4.923 -1.726
H -2.833 -4.306 -0.670
H -1.520 1.208 -2.211
H -3.374 1.960 -3.683
H -5.661 1.015 -3.380
H -6.068 -0.688 -1.610
H -4.199 -1.418 -0.143
H -3.600 1.007 1.268
H -4.303 1.243 3.628
H -3.041 0.076 5.428
H -1.075 -1.336 4.844
H -0.404 -1.597 2.470
O 1.722 -0.066 1.202
S 1.622 1.324 1.760
C 0.525 1.235 3.225
C 1.323 1.737 4.415
C 2.733 1.209 4.214
C 3.105 1.599 2.796
H 0.233 0.189 3.361
H -0.369 1.836 3.042
H 0.890 1.393 5.359
H 1.332 2.834 4.432
H 2.747 0.118 4.328
H 3.433 1.631 4.941
H 3.945 1.018 2.406
H 3.347 2.665 2.734
C -1.733 8.485 4.379
C -1.257 7.320 3.561
C -0.067 7.397 2.830
C 0.377 6.306 2.066
C 1.663 6.430 1.294
C -0.386 5.114 2.031
Te 0.312 3.458 0.854
C -1.593 5.038 2.773
C -2.472 3.815 2.798
C -2.011 6.144 3.528
H -1.035 9.346 4.310
H -1.814 8.184 5.445
H -2.730 8.812 4.017
H 0.517 8.309 2.857
H 2.134 7.427 1.431
H 1.467 6.291 0.210
H 2.386 5.661 1.641
H -2.090 2.979 2.186
H -3.481 4.077 2.418
H -2.566 3.450 3.843
H -2.933 6.089 4.096
H 0.940 1.291 -2.394



85
Properties=species:S:1:pos:R:3 method="wB97M-V/def2-TZVPD" spin_multiplicity=2 energy_ev=-74497.3398 relative_energy_kcal_mol=83.3 gap_ev="6.0 / 6.7" max_force_ha_per_bohr=0.0345
Ru -0.326 0.256 -0.320
C 0.338 0.968 2.585
P 1.413 0.991 1.084
C 2.870 -0.036 1.319
C 2.950 -1.013 2.304
C 4.056 -1.849 2.351
C 5.069 -1.721 1.414
C 4.982 -0.757 0.418
C 3.883 0.080 0.366
C 2.021 2.707 1.021
C 3.197 3.083 1.669
C 3.603 4.409 1.656
C 2.843 5.367 1.001
C 1.675 4.999 0.350
C 1.266 3.674 0.356
C -0.880 1.715 2.151
C -1.678 2.627 2.893
C -2.596 3.149 2.037
C -2.356 2.530 0.760
C -3.016 2.775 -0.379
P -1.512 0.026 -2.465
C -0.378 -0.990 -3.452
C -0.350 -2.357 -3.160
C 0.593 -3.186 -3.736
C 1.524 -2.667 -4.626
C 1.474 -1.323 -4.965
C 0.527 -0.490 -4.393
C -1.286 1.664 -3.253
C -2.218 2.175 -4.151
C -2.070 3.461 -4.656
C -0.995 4.246 -4.265
C -0.053 3.741 -3.378
C -0.197 2.457 -2.879
N -1.269 1.651 0.871
H 0.787 1.406 3.478
H 0.112 -0.089 2.762
H 2.144 -1.139 3.014
H 4.117 -2.609 3.119
H 5.920 -2.390 1.447
H 5.767 -0.668 -0.322
H 3.796 0.823 -0.419
H 3.795 2.339 2.179
H 4.516 4.695 2.162
H 3.164 6.401 0.998
H 1.081 5.743 -0.165
H 0.362 3.387 -0.164
H -1.574 2.858 3.941
H -3.370 3.868 2.255
H -3.822 3.496 -0.389
H -2.781 2.242 -1.287
H -1.057 -2.761 -2.446
H 0.618 -4.237 -3.477
H 2.287 -3.305 -5.052
H 2.182 -0.916 -5.678
H 0.501 0.556 -4.668
H -3.065 1.566 -4.442
H -2.800 3.852 -5.354
H -0.891 5.252 -4.651
H 0.795 4.346 -3.078
H 0.543 2.049 -2.194
C -2.654 -4.120 -0.451
C -1.761 -4.477 0.737
C -1.714 -3.474 1.932
C -1.086 -4.199 3.129
C -0.869 -3.305 4.348
C -3.132 -3.066 2.282
O -3.858 -3.711 3.008
N -3.569 -1.908 1.690
C -2.826 -1.094 0.822
O -3.418 -0.257 0.165
N -1.472 -1.274 0.822
C -0.856 -2.283 1.498
O 0.344 -2.260 1.716
H -2.508 -4.854 -1.244
H -2.423 -3.136 -0.859
H -3.710 -4.137 -0.178
H -0.731 -4.600 0.393
H -2.096 -5.432 1.147
H -0.136 -4.625 2.806
H -1.760 -5.014 3.397
H -0.156 -2.514 4.120
H -0.476 -3.893 5.178
H -1.812 -2.859 4.671
H -4.537 -1.654 1.815
F 0.981 -0.979 -1.044



12
Properties=species:S:1:pos:R:3 method="wB97M-V/def2-TZVPD" charge=-1 energy_ev=-16106.9770 relative_energy_kcal_mol=30.0 gap_ev=6.8 max_force_ha_per_bohr=0.0334
C -1.916 1.097 -0.532
S -1.289 0.082 -1.909
H -1.064 1.664 -0.152
H -2.186 0.541 0.384
H -2.825 1.671 -0.720
C 1.688 0.048 0.671
C 1.518 -1.267 0.493
O 0.364 -1.818 0.069
H 2.350 0.442 1.431
H 1.177 0.730 0.000
H 2.228 -2.001 0.864
H -0.047 -1.189 -0.601



21
Properties=species:S:1:pos:R:3 method="wB97M-V/def2-TZVPD" charge=+1 energy_ev=-8838.9683 relative_energy_kcal_mol=24.3 gap_ev=11.3 max_force_ha_per_bohr=0.0584
C 0.538 1.356 -0.226
C 0.537 -0.589 -1.514
N -0.220 0.337 -0.918
N 1.893 -0.517 -1.592
N -0.047 -1.575 -2.240
H -1.190 0.114 -0.661
H 2.376 -0.297 -0.736
H 2.431 -0.827 -2.382
H -1.027 -1.728 -2.096
H 0.614 -2.254 -2.600
H 1.087 0.995 0.640
H 0.055 2.339 -0.136
H 1.351 1.730 -0.923
C -1.292 -0.277 2.686
C -1.309 1.160 3.128
H -0.451 -0.673 2.128
H -1.136 -0.971 3.548
H -2.204 -0.612 2.192
H -1.807 1.105 4.078
H -0.356 1.654 3.304
H -1.898 1.771 2.385



11
Properties=species:S:1:pos:R:3 method="wB97M-V/def2-TZVPD" energy_ev=-8313.5164 relative_energy_kcal_mol=22.9 smiles="O=CO.CO" gap_ev=11.1 max_force_ha_per_bohr=0.0196
O 0.227 -2.136 -0.229
C 0.632 -1.405 -1.091
O 0.427 -0.098 -1.157
H 1.221 -1.771 -1.942
H 0.202 0.261 -0.261
C -0.907 2.188 1.045
O -0.147 0.981 1.226
H -0.220 3.009 1.230
H -1.202 2.232 -0.007
H -1.809 2.280 1.643
H -0.684 0.337 1.708



13
Properties=species:S:1:pos:R:3 method="wB97M-V/def2-TZVPD" energy_ev=-13164.6242 relative_energy_kcal_mol=32.4 gap_ev=9.4 max_force_ha_per_bohr=0.0672
C 1.293 0.689 -0.696
C 1.519 0.448 0.831
C -2.170 -0.206 0.137
O 0.555 -2.250 -0.116
Si 0.236 -0.665 0.053
H 0.875 1.653 -0.947
H 2.141 0.458 -1.327
H 2.493 0.063 1.103
H 1.226 1.263 1.476
H -2.643 -1.075 -0.292
H -2.411 -0.080 1.180
H -2.335 0.689 -0.437
H 0.390 -2.705 -0.939



75
Properties=species:S:1:pos:R:3 method="wB97M-V/def2-TZVPD" charge=+3 spin_multiplicity=5 energy_ev=-69624.2070 relative_energy_kcal_mol=96.0 gap_ev="6.2 / 3.4" max_force_ha_per_bohr=0.2805
Ir 0.467 0.096 -2.050
P -1.258 -1.473 -0.818
P 1.790 -0.123 0.077
P 1.597 -1.739 -2.744
H 0.621 2.851 -3.035
C 0.581 1.764 -2.829
C -0.917 1.602 -3.039
H -1.347 2.670 -3.092
C -2.917 -0.939 -0.265
C -0.820 -2.346 0.631
C -1.706 -2.653 -2.151
C 3.488 0.710 -0.132
C 1.085 0.604 1.636
C 2.427 -1.683 0.893
C 1.222 -2.400 -4.413
C 1.472 -3.347 -1.806
C 3.409 -1.344 -2.787
H 1.237 1.425 -3.632
H -1.202 1.400 -4.083
H -3.333 -0.118 -0.861
H -2.833 -0.621 0.782
H -3.591 -1.804 -0.333
H -1.318 -1.578 1.792
H 0.234 -2.486 0.856
H -1.377 -3.304 0.720
H -1.527 -2.172 -3.143
H -2.768 -2.888 -2.027
H -1.113 -3.569 -2.063
H 3.988 0.692 0.854
H 3.389 1.757 -0.448
H 4.084 0.164 -0.888
H 1.812 0.512 2.452
H 0.172 0.044 1.899
H 0.822 1.659 1.490
H 3.446 -1.513 1.271
H 2.431 -2.520 0.183
H 1.775 -1.924 1.752
H 2.059 -3.017 -4.754
H 1.033 -1.627 -5.183
H 0.343 -3.044 -4.285
H 0.938 -4.082 -2.421
H 0.909 -3.250 -0.867
H 2.474 -3.752 -1.596
H 3.805 -1.712 -3.744
H 3.961 -1.809 -1.944
H 3.551 -0.257 -2.752
C -1.459 2.820 -0.538
C 0.001 2.981 -0.641
C 0.937 2.141 -1.261
C -0.322 -0.943 -3.642
C -1.519 0.578 -2.055
C -2.044 1.759 -1.574
O -2.196 4.215 -0.593
H -2.971 4.093 -1.072
H 0.430 3.616 0.182
H 1.977 2.411 -1.115
H -0.203 -0.226 -4.496
H -2.185 -0.046 -2.648
H -3.105 1.856 -1.767
C -1.516 -1.468 3.876
O -1.577 -0.848 2.608
P -1.789 2.190 1.203
O -3.429 2.301 1.434
C -4.052 1.626 2.585
O -1.122 3.321 2.156
C -1.430 4.751 2.145
H -1.328 -2.539 3.830
H -2.456 -1.300 4.388
H -0.721 -1.008 4.460
H -5.001 1.238 2.213
H -3.426 0.804 2.968
H -4.221 2.380 3.356
H -1.973 5.053 1.235
H -2.018 4.993 3.051
H -0.461 5.286 2.177



111
Properties=species:S:1:pos:R:3 method="wB97M-V/def2-TZVPD" energy_ev=-87264.6301 relative_energy_kcal_mol=30.3 smiles="C[C@H]1COC(=O)O1.C[C@H]1COC(=O)O1.C[C@H]1COC(=O)O1.COC(=O)OC.COC(=O)OC.COC(=O)OC.COC(=O)OC.COC(=O)OC.COC(=O)OC" gap_ev=10.5 max_force_ha_per_bohr=0.1218
C 0.020 6.921 0.596
C 0.654 6.141 1.747
C -0.281 5.800 2.870
O -0.082 4.460 3.173
C 0.439 3.885 2.130
O 0.819 2.768 2.162
O 0.984 4.826 1.276
H -0.209 7.932 0.931
H -0.978 6.603 0.295
H 0.713 6.981 -0.243
H 1.460 6.704 2.218
H -1.353 5.964 2.762
H -0.074 6.511 3.670
C -1.446 -0.639 5.575
C -0.409 -0.467 4.528
C 0.862 0.362 4.924
O 1.925 -0.579 4.690
C 1.459 -1.799 4.436
O 2.182 -2.796 4.404
O 0.170 -1.753 4.282
H -2.206 -1.317 5.187
H -1.872 0.291 5.950
H -1.047 -1.231 6.399
H -0.800 -0.117 3.573
H 0.759 0.789 5.921
H 0.942 1.203 4.236
C 1.164 1.715 -2.552
C -0.311 2.083 -2.992
C -1.222 2.373 -1.828
O -1.632 3.686 -1.963
C -1.173 4.153 -3.096
O -1.534 5.179 -3.677
O -0.290 3.281 -3.644
H 1.779 1.350 -3.375
H 1.012 0.946 -1.795
H 1.637 2.596 -2.117
H -0.788 1.210 -3.437
H -0.661 2.236 -0.904
H -2.112 1.751 -1.924
C -2.988 -7.978 -5.839
O -2.487 -6.758 -5.339
C -2.819 -6.379 -4.164
O -3.891 -6.684 -3.566
O -1.795 -5.672 -3.633
C -1.751 -5.394 -2.228
H -3.981 -8.236 -5.470
H -2.305 -8.827 -5.798
H -3.333 -7.801 -6.858
H -1.351 -6.229 -1.653
H -2.652 -4.895 -1.871
H -0.930 -4.689 -2.101
C 4.285 0.530 0.504
O 5.617 0.226 0.175
C 6.766 0.900 0.401
O 6.788 2.011 0.958
O 7.864 0.200 -0.131
C 9.146 0.763 -0.093
H 3.782 -0.326 0.955
H 3.817 0.793 -0.445
H 4.161 1.350 1.210
H 9.741 0.082 -0.702
H 9.662 0.905 0.856
H 9.238 1.709 -0.627
C -2.653 2.407 2.292
O -2.824 3.625 1.593
C -3.473 3.752 0.458
O -3.991 2.909 -0.215
O -3.483 5.063 0.197
C -4.223 5.492 -0.943
H -1.870 2.534 3.039
H -2.404 1.601 1.601
H -3.551 2.115 2.838
H -3.656 6.213 -1.532
H -5.080 6.115 -0.687
H -4.457 4.708 -1.663
C 4.164 -2.951 1.782
O 4.761 -2.079 2.732
C 5.834 -2.398 3.530
O 6.483 -3.390 3.436
O 6.098 -1.454 4.455
C 5.721 -0.057 4.339
H 4.096 -3.978 2.140
H 4.501 -2.907 0.746
H 3.160 -2.533 1.711
H 4.648 0.123 4.274
H 6.314 0.450 3.578
H 5.867 0.466 5.284
C 0.726 -0.506 0.484
O 0.366 -1.321 -0.607
C -0.807 -1.203 -1.183
O -1.724 -0.424 -0.814
O -0.747 -2.018 -2.271
C -1.816 -1.925 -3.193
H 0.623 -1.112 1.385
H 0.141 0.410 0.566
H 1.773 -0.349 0.228
H -1.498 -1.186 -3.928
H -2.704 -1.438 -2.788
H -2.068 -2.846 -3.718
C -5.390 -3.026 -0.870
O -5.042 -2.681 -2.240
C -5.192 -3.529 -3.187
O -5.557 -4.689 -3.174
O -5.032 -2.868 -4.387
C -4.732 -3.671 -5.473
H -6.436 -3.309 -0.748
H -5.225 -2.200 -0.178
H -4.804 -3.896 -0.576
H -5.557 -4.358 -5.661
H -3.842 -4.262 -5.256
H -4.520 -3.022 -6.322